{
  "formula": "C7H14BNO3",
  "method": "the ωB97M-V functional and the def2-TZVPD basis",
  "symbols": ["N", "C", "O", "C", "B", "O", "O", "C", "C", "C", "C", "C", "H", "H", "H", "H", "H", "H", "H", "H", "H", "H", "H", "H", "H", "H"],
  "xyz": [[-2.699, -0.781, 1.134], [-2.056, -1.028, -0.009], [-2.376, -1.754, -0.905], [-0.487, -0.102, -0.058], [-1.026, 1.393, -0.113], [-1.229, 2.105, -1.252], [-1.404, 1.973, 1.058], [0.303, -0.479, 1.188], [1.719, 0.095, 1.091], [2.431, -0.420, -0.156], [1.631, -0.060, -1.403], [0.217, -0.630, -1.302], [-2.378, -0.038, 1.734], [-3.627, -1.152, 1.274], [-0.998, 1.669, -2.072], [-1.741, 2.863, 0.940], [0.360, -1.566, 1.283], [-0.177, -0.078, 2.082], [2.286, -0.177, 1.984], [1.656, 1.185, 1.047], [3.432, 0.016, -0.220], [2.541, -1.504, -0.090], [1.584, 1.028, -1.496], [2.126, -0.455, -2.294], [-0.360, -0.385, -2.198], [0.271, -1.719, -1.248]],
  "homo_lumo_gap_ev": 9.4246,
  "e_lumo_ev": 0.478,
  "spin_multiplicity": 1,
  "smiles": "NC(=O)C1(B(O)O)CCCCC1"
}



{
  "formula": "C35H56N2O21S2",
  "method": "the ωB97M-V functional and the def2-TZVPD basis",
  "symbols": ["C", "C", "N", "C", "C", "C", "S", "S", "C", "C", "C", "C", "O", "C", "O", "O", "C", "N", "H", "H", "H", "H", "H", "H", "H", "H", "H", "H", "H", "H", "H", "H", "H", "H", "H", "H", "H", "H", "C", "C", "C", "O", "C", "O", "O", "H", "H", "H", "H", "H", "H", "C", "C", "C", "O", "C", "O", "O", "H", "H", "H", "H", "H", "H", "C", "C", "C", "O", "C", "O", "O", "H", "H", "H", "H", "H", "H", "C", "C", "C", "O", "C", "O", "O", "H", "H", "H", "H", "H", "H", "C", "C", "C", "O", "C", "O", "O", "H", "H", "H", "H", "H", "H", "C", "C", "C", "O", "C", "O", "O", "H", "H", "H", "H", "H", "H"],
  "xyz": [[-2.392, -1.269, 4.124], [-3.896, -1.970, 4.100], [-3.796, -3.157, 3.168], [-4.935, -4.138, 3.335], [-4.229, -5.629, 3.584], [-3.562, -2.761, 1.727], [-2.541, -3.809, 0.809], [-4.248, -1.254, 0.851], [-2.863, -0.105, 0.300], [-2.398, -0.297, -1.263], [-0.997, -1.122, -1.473], [0.316, -0.438, -0.752], [0.527, -0.709, 0.709], [1.191, -2.041, 0.835], [0.865, -3.104, 1.578], [2.348, -1.854, -0.101], [1.760, -1.108, -1.261], [1.709, -2.182, -2.330], [-1.616, -2.163, 3.973], [-2.368, -0.486, 3.254], [-2.137, -0.808, 5.180], [-4.764, -1.222, 3.863], [-4.054, -2.396, 5.203], [-5.682, -4.166, 2.432], [-5.561, -3.933, 4.330], [-4.218, -5.899, 4.725], [-4.679, -6.472, 2.905], [-3.092, -5.512, 3.242], [-3.264, 1.016, 0.389], [-2.004, -0.199, 1.089], [-3.199, -0.784, -1.963], [-2.206, 0.803, -1.685], [-1.052, -2.235, -1.113], [-0.742, -1.163, -2.638], [0.476, 0.716, -0.938], [2.623, -0.377, -1.576], [2.425, -2.933, -2.164], [1.965, -1.705, -3.247], [-6.126, 2.902, 6.418], [-6.317, 1.598, 5.671], [-7.711, 1.054, 5.765], [-7.509, -0.340, 5.625], [-6.244, -0.595, 6.079], [-5.803, -1.709, 6.299], [-5.544, 0.564, 6.260], [-6.835, 3.664, 6.078], [-6.245, 2.761, 7.498], [-5.110, 3.280, 6.263], [-6.000, 1.708, 4.627], [-8.358, 1.432, 4.968], [-8.190, 1.241, 6.733], [7.866, 0.659, -1.423], [6.771, 0.950, -2.430], [5.440, 1.231, -1.800], [4.529, 0.818, -2.802], [5.169, -0.148, -3.530], [4.622, -0.873, -4.342], [6.499, -0.195, -3.221], [7.973, 1.476, -0.703], [7.668, -0.272, -0.880], [8.823, 0.522, -1.938], [7.077, 1.762, -3.100], [5.306, 2.293, -1.572], [5.251, 0.645, -0.894], [-5.052, 0.247, -4.963], [-5.262, 1.285, -3.879], [-6.092, 0.791, -2.733], [-6.688, 1.980, -2.247], [-6.761, 2.837, -3.311], [-7.399, 3.875, -3.316], [-6.030, 2.373, -4.368], [-4.604, -0.666, -4.560], [-5.997, -0.007, -5.457], [-4.392, 0.643, -5.742], [-4.297, 1.676, -3.537], [-5.485, 0.319, -1.955], [-6.888, 0.101, -3.033], [12.971, 1.353, -1.482], [12.008, 2.359, -2.079], [12.089, 3.713, -1.443], [10.782, 4.223, -1.632], [9.951, 3.139, -1.703], [8.735, 3.199, -1.658], [10.665, 1.980, -1.824], [14.003, 1.712, -1.528], [12.717, 1.132, -0.439], [12.909, 0.403, -2.024], [12.146, 2.417, -3.165], [12.828, 4.356, -1.930], [12.297, 3.681, -0.367], [-13.365, -1.073, 4.130], [-12.191, -0.124, 3.999], [-10.937, -0.632, 4.644], [-10.259, 0.563, 4.987], [-11.224, 1.517, 5.162], [-11.027, 2.611, 5.659], [-12.436, 1.079, 4.711], [-13.126, -2.061, 3.725], [-13.673, -1.181, 5.176], [-14.232, -0.677, 3.590], [-12.026, 0.131, 2.946], [-10.334, -1.234, 3.959], [-11.117, -1.206, 5.560], [11.270, 1.706, -7.039], [11.951, 0.478, -6.470], [11.097, -0.753, -6.513], [11.589, -1.511, -5.422], [12.099, -0.610, -4.527], [12.421, -0.884, -3.384], [12.192, 0.635, -5.081], [10.933, 1.536, -8.066], [10.411, 2.001, -6.426], [11.961, 2.555, -7.035], [12.915, 0.314, -6.967], [11.214, -1.306, -7.450], [10.032, -0.555, -6.347]],
  "homo_lumo_gap_ev": 7.6784,
  "e_lumo_ev": -0.411,
  "spin_multiplicity": 1,
  "smiles": "CCN(CC)C(=S)SCCC[C@H]1OC(=O)O[C@H]1N.C[C@@H]1COC(=O)O1.C[C@@H]1COC(=O)O1.C[C@@H]1COC(=O)O1.C[C@@H]1COC(=O)O1.C[C@@H]1COC(=O)O1.C[C@@H]1COC(=O)O1"
}



{
  "formula": "C34H46N8O3SSiSr",
  "method": "the ωB97M-V functional and the def2-TZVPD basis",
  "symbols": ["Sr", "O", "C", "C", "C", "C", "C", "C", "C", "N", "C", "C", "N", "H", "H", "H", "H", "H", "H", "H", "C", "Si", "C", "C", "C", "C", "C", "C", "N", "C", "S", "H", "H", "H", "H", "H", "H", "H", "H", "H", "H", "H", "H", "C", "C", "C", "C", "C", "C", "C", "O", "C", "C", "C", "H", "H", "H", "H", "H", "H", "H", "H", "H", "H", "H", "H", "C", "N", "C", "N", "C", "N", "C", "N", "C", "C", "H", "H", "H", "H", "H", "H", "H", "H", "H", "H", "H", "H", "N", "C", "H", "O", "H", "H"],
  "xyz": [[0.611, 0.667, 0.336], [0.339, 2.763, 0.918], [0.215, 4.005, 0.535], [0.081, 5.036, 1.490], [-0.041, 6.358, 1.126], [-0.042, 6.726, -0.222], [0.083, 5.733, -1.170], [0.217, 4.380, -0.831], [0.341, 3.376, -1.914], [0.313, 2.055, -1.827], [0.431, 1.578, -3.126], [0.540, 2.612, -3.994], [0.484, 3.747, -3.214], [0.079, 4.744, 2.534], [-0.140, 7.117, 1.894], [-0.146, 7.760, -0.520], [0.062, 6.031, -2.213], [0.437, 0.521, -3.338], [0.659, 2.652, -5.062], [0.556, 4.690, -3.547], [2.114, -4.639, -2.499], [0.643, -4.985, -1.432], [0.762, -6.745, -0.825], [-0.937, -4.833, -2.381], [0.672, -3.888, 0.097], [0.803, -4.481, 1.345], [0.865, -3.731, 2.521], [0.798, -2.366, 2.388], [0.671, -1.751, 1.206], [0.605, -2.471, 0.061], [0.432, -1.560, -1.450], [2.201, -5.386, -3.294], [3.027, -4.671, -1.898], [2.036, -3.647, -2.952], [0.770, -7.420, -1.687], [-0.096, -7.015, -0.202], [1.675, -6.936, -0.253], [-0.917, -5.505, -3.246], [-1.099, -3.811, -2.726], [-1.780, -5.127, -1.747], [0.852, -5.562, 1.418], [0.964, -4.194, 3.493], [0.851, -1.710, 3.252], [-6.963, -1.528, -0.992], [-6.017, -0.964, 0.036], [-4.895, -1.676, 0.433], [-3.999, -1.184, 1.375], [-2.797, -2.018, 1.726], [-4.257, 0.078, 1.937], [-3.306, 0.738, 2.858], [-2.198, 0.330, 3.140], [-5.399, 0.810, 1.563], [-5.714, 2.180, 2.129], [-6.258, 0.280, 0.614], [-6.577, -2.452, -1.420], [-7.131, -0.819, -1.805], [-7.936, -1.743, -0.546], [-4.698, -2.647, -0.010], [-2.862, -2.999, 1.256], [-2.711, -2.142, 2.807], [-1.863, -1.546, 1.426], [-3.643, 1.688, 3.297], [-4.945, 2.913, 1.879], [-5.812, 2.169, 3.216], [-6.656, 2.541, 1.719], [-7.136, 0.846, 0.319], [3.412, 1.587, -1.043], [3.059, 0.849, 0.209], [3.653, -0.523, 0.124], [5.101, -0.468, -0.060], [5.385, 0.286, -1.285], [4.857, 1.655, -1.236], [5.442, 2.327, -0.068], [5.150, 1.628, 1.190], [3.699, 1.557, 1.350], [5.678, 0.262, 1.074], [3.004, 2.597, -0.977], [2.957, 1.075, -1.892], [3.189, -1.048, -0.713], [3.424, -1.060, 1.045], [4.941, -0.237, -2.133], [6.465, 0.333, -1.426], [5.048, 3.343, -0.010], [6.523, 2.377, -0.197], [3.288, 2.566, 1.405], [3.455, 1.027, 2.272], [5.460, -0.282, 1.994], [6.760, 0.318, 0.947], [-2.761, 1.105, -1.200], [-2.126, 0.894, -0.252], [-3.244, 1.276, -2.055], [0.651, 0.968, 2.990], [0.561, 1.890, 2.682], [-0.250, 0.726, 3.260]],
  "homo_lumo_gap_ev": 7.2558,
  "e_lumo_ev": 0.080,
  "spin_multiplicity": 1
}



{
  "formula": "C22H47NO4PdSi2",
  "method": "the ωB97M-V functional and the def2-TZVPD basis",
  "symbols": ["O", "O", "C", "C", "H", "H", "H", "H", "H", "C", "C", "H", "H", "H", "H", "H", "C", "C", "C", "H", "H", "H", "H", "H", "C", "H", "H", "H", "H", "H", "H", "Pd", "C", "Si", "H", "H", "C", "C", "C", "C", "Si", "H", "H", "C", "C", "C", "H", "H", "H", "H", "H", "H", "H", "H", "H", "H", "H", "H", "H", "H", "H", "H", "H", "H", "O", "C", "O", "C", "C", "C", "C", "C", "N", "H", "H", "H", "H"],
  "xyz": [[0.084, 3.728, 0.960], [0.845, 5.217, -1.235], [-0.945, 3.281, 1.837], [-0.644, 2.112, 2.757], [-1.813, 3.045, 1.200], [-1.198, 4.172, 2.428], [-0.591, 1.160, 2.207], [-1.473, 2.045, 3.465], [0.273, 2.284, 3.330], [1.264, 2.901, 0.805], [2.445, 3.656, 1.367], [1.382, 2.700, -0.274], [1.149, 1.923, 1.305], [2.695, 4.501, 0.715], [3.311, 2.992, 1.440], [2.211, 4.038, 2.367], [1.771, 5.439, -2.314], [0.353, 6.415, -0.613], [3.183, 5.042, -1.939], [1.751, 6.504, -2.611], [1.413, 4.833, -3.161], [3.590, 5.700, -1.161], [3.808, 5.158, -2.830], [3.243, 3.997, -1.608], [1.420, 7.283, 0.018], [-0.360, 6.067, 0.141], [-0.203, 7.012, -1.359], [1.994, 6.743, 0.779], [0.913, 8.121, 0.508], [2.099, 7.698, -0.734], [-0.279, 3.527, -1.068], [-1.495, -0.137, -1.645], [-0.848, 2.868, -1.797], [-2.152, 3.903, -2.708], [-0.141, 2.428, -2.505], [-1.302, 2.054, -1.208], [-2.989, 4.898, -1.358], [-3.391, 2.880, -3.667], [-1.323, 5.039, -3.952], [-3.027, 0.614, -0.675], [-3.894, -1.044, -0.748], [-3.453, 1.475, -1.216], [-2.707, 0.937, 0.333], [-4.867, -0.874, -2.329], [-4.969, -1.220, 0.788], [-2.784, -2.562, -0.738], [-2.083, 5.585, -4.535], [-0.704, 4.467, -4.662], [-0.676, 5.778, -3.460], [-3.647, 4.257, -0.759], [-3.599, 5.702, -1.793], [-2.258, 5.357, -0.680], [-3.673, 1.945, -3.173], [-2.978, 2.623, -4.651], [-4.306, 3.467, -3.833], [-5.372, -0.251, 1.112], [-4.400, -1.655, 1.622], [-5.811, -1.890, 0.558], [-2.368, -2.746, 0.259], [-1.939, -2.494, -1.444], [-3.408, -3.413, -1.038], [-5.710, -1.576, -2.338], [-4.244, -1.071, -3.210], [-5.269, 0.145, -2.418], [0.988, -1.429, 1.563], [0.417, -1.100, 0.513], [-0.493, -0.184, 0.387], [0.829, -1.809, -0.758], [1.770, -2.854, -0.777], [2.170, -3.387, -1.993], [1.612, -2.876, -3.174], [0.632, -1.880, -3.084], [0.217, -1.425, -1.894], [2.138, -3.188, 0.189], [2.900, -4.199, -2.030], [1.918, -3.226, -4.154], [0.141, -1.447, -3.962]],
  "homo_lumo_gap_ev": [7.6856, 7.0939],
  "e_lumo_ev": [0.005, -1.794],
  "spin_multiplicity": 3
}



{
  "formula": "C32H34As2F5NiO2S2Se",
  "method": "the ωB97M-V functional and the def2-TZVPD basis",
  "symbols": ["Ni", "C", "As", "C", "C", "C", "C", "C", "C", "C", "As", "C", "C", "H", "H", "H", "H", "H", "H", "H", "H", "H", "H", "H", "H", "H", "H", "H", "H", "O", "S", "C", "C", "C", "C", "S", "O", "C", "C", "C", "C", "C", "C", "C", "C", "C", "C", "C", "C", "H", "H", "H", "H", "H", "H", "H", "H", "H", "H", "H", "H", "H", "H", "H", "H", "H", "H", "F", "C", "C", "F", "C", "F", "C", "Se", "C", "F", "C", "F"],
  "xyz": [[-0.328, 0.294, 0.161], [-2.525, -2.726, -1.080], [-1.402, -1.854, 0.223], [-2.501, -2.033, 1.815], [-0.025, -3.135, 0.725], [-0.054, -4.470, 0.332], [0.895, -5.361, 0.814], [1.866, -4.926, 1.708], [1.899, -3.595, 2.102], [0.967, -2.687, 1.604], [1.030, -0.795, 2.088], [0.842, -0.893, 4.022], [2.936, -0.431, 1.992], [-2.950, -3.631, -0.653], [-1.970, -2.954, -1.987], [-3.323, -2.027, -1.321], [-2.596, -3.089, 2.059], [-3.479, -1.600, 1.627], [-2.038, -1.508, 2.647], [-0.820, -4.820, -0.348], [0.873, -6.397, 0.499], [2.601, -5.622, 2.096], [2.658, -3.269, 2.805], [1.626, -1.537, 4.416], [-0.132, -1.296, 4.293], [0.945, 0.108, 4.439], [3.490, -1.182, 2.548], [3.124, 0.547, 2.433], [3.266, -0.419, 0.956], [1.266, 1.664, 0.221], [1.975, 2.876, 0.807], [1.422, 4.312, -0.197], [0.184, 3.962, -1.012], [0.584, 3.174, -2.263], [-0.607, 2.698, -3.095], [-0.667, 0.894, -3.305], [-0.773, 0.302, -1.917], [1.013, 0.611, -3.858], [1.872, -0.128, -3.063], [3.171, -0.355, -3.501], [3.591, 0.152, -4.723], [2.715, 0.882, -5.518], [1.415, 1.109, -5.091], [1.270, 3.322, 2.396], [2.058, 4.134, 3.206], [1.586, 4.509, 4.454], [0.344, 4.066, 4.891], [-0.429, 3.247, 4.079], [0.032, 2.873, 2.823], [2.265, 4.563, -0.843], [1.263, 5.128, 0.507], [-0.347, 4.877, -1.279], [-0.507, 3.366, -0.411], [1.157, 2.310, -1.941], [1.251, 3.779, -2.883], [-0.618, 3.094, -4.113], [-1.565, 2.931, -2.622], [1.526, -0.514, -2.114], [3.852, -0.932, -2.888], [4.602, -0.031, -5.065], [3.042, 1.272, -6.474], [0.722, 1.669, -5.713], [3.036, 4.470, 2.870], [2.193, 5.145, 5.089], [-0.021, 4.358, 5.869], [-1.399, 2.902, 4.419], [-0.574, 2.254, 2.188], [-5.104, 4.563, 4.473], [-4.551, 3.846, 3.503], [-3.776, 4.463, 2.542], [-3.575, 5.778, 2.598], [-3.208, 3.707, 1.538], [-2.463, 4.356, 0.638], [-3.382, 2.330, 1.450], [-2.669, 1.339, -0.021], [-4.167, 1.745, 2.438], [-4.388, 0.429, 2.442], [-4.743, 2.480, 3.456], [-5.483, 1.886, 4.389]],
  "charge": 1,
  "homo_lumo_gap_ev": [8.1322, 6.9486],
  "e_lumo_ev": [-1.967, -3.376],
  "spin_multiplicity": 3
}



{
  "formula": "C25H41N7O3",
  "method": "the ωB97M-V functional and the def2-TZVPD basis",
  "symbols": ["C", "C", "C", "N", "C", "H", "H", "H", "H", "H", "C", "C", "C", "N", "C", "H", "H", "H", "H", "H", "C", "C", "C", "N", "C", "H", "H", "H", "H", "H", "C", "C", "C", "N", "C", "H", "H", "H", "H", "H", "C", "N", "C", "C", "O", "H", "H", "H", "H", "H", "H", "H", "C", "N", "C", "C", "O", "H", "H", "H", "H", "H", "H", "H", "C", "N", "C", "C", "O", "H", "H", "H", "H", "H", "H", "H"],
  "xyz": [[2.584, 3.819, 0.693], [2.946, 5.084, 0.301], [4.304, 5.227, 0.627], [4.724, 4.123, 1.387], [3.666, 3.248, 1.420], [1.679, 3.296, 0.420], [2.290, 5.748, -0.242], [4.936, 6.081, 0.434], [5.682, 3.888, 1.603], [3.826, 2.321, 1.949], [-1.603, -1.664, 2.166], [-1.144, -2.874, 1.675], [-2.139, -3.273, 0.759], [-3.098, -2.318, 0.612], [-2.718, -1.241, 1.445], [-1.090, -0.992, 2.838], [-0.284, -3.462, 1.961], [-2.195, -4.253, 0.309], [-3.939, -2.435, 0.066], [-3.377, -0.394, 1.564], [-0.698, 3.096, 2.485], [-1.440, 4.219, 2.062], [-2.735, 3.860, 1.880], [-2.852, 2.569, 2.253], [-1.611, 2.047, 2.562], [0.311, 3.143, 2.868], [-0.998, 5.203, 2.010], [-3.591, 4.483, 1.664], [-3.726, 2.064, 2.272], [-1.461, 1.026, 2.880], [0.782, 1.209, -1.611], [0.992, -0.007, -2.238], [0.356, -0.975, -1.456], [-0.311, -0.350, -0.485], [-0.114, 0.991, -0.576], [1.256, 2.104, -1.986], [1.702, -0.090, -3.048], [0.227, -2.047, -1.425], [-0.849, -0.796, 0.245], [-0.482, 1.626, 0.217], [1.845, 0.319, 3.486], [2.932, -0.254, 2.700], [2.635, -0.501, 1.305], [4.132, -0.674, 3.191], [4.947, -1.338, 2.591], [1.050, -0.424, 3.554], [1.419, 1.234, 3.073], [2.200, 0.457, 4.507], [2.392, 0.398, 0.738], [3.473, -1.008, 0.828], [1.836, -1.240, 1.251], [4.262, -0.385, 4.246], [-2.558, 1.150, -3.231], [-3.807, 0.579, -2.826], [-3.919, 0.357, -1.425], [-4.840, 0.393, -3.720], [-5.994, 0.095, -3.415], [-2.625, 1.896, -4.023], [-1.723, 0.461, -3.354], [-2.236, 1.797, -2.414], [-4.852, -0.146, -1.175], [-3.102, -0.253, -1.039], [-3.880, 1.235, -0.780], [-4.532, 0.417, -4.776], [1.813, -3.953, -3.255], [0.733, -4.833, -2.721], [1.036, -5.636, -1.506], [-0.459, -4.915, -3.407], [-1.465, -5.545, -2.980], [1.856, -3.771, -4.328], [2.710, -4.532, -3.036], [2.005, -2.983, -2.796], [1.882, -6.301, -1.677], [1.212, -4.892, -0.729], [0.184, -6.160, -1.073], [-0.371, -4.347, -4.346]],
  "homo_lumo_gap_ev": 8.5115,
  "e_lumo_ev": 0.450,
  "spin_multiplicity": 1,
  "smiles": "c1cc[nH]c1.c1cc[nH]c1.c1cc[nH]c1.c1cc[nH]c1.CN(C)C=O.CN(C)C=O.CN(C)C=O"
}